[1]
Entry from the Open Molecules 2025 dataset: 5 unconnected molecules or ions with the total composition C19H33F8O7P at a distorted geometry (ωB97M-V/def2-TZVPD).

CARTESIAN COORDINATES (ANGSTROEM)
C 4.99 2.52 -0.52
C 4.04 2.29 0.68
C 2.75 1.50 0.21
C 2.47 0.32 1.18
P 1.78 -1.19 0.41
C 1.77 -2.50 1.73
C 0.37 -3.07 2.05
O 0.24 -4.22 2.15
C 0.05 -0.95 -0.32
O -0.46 -1.92 -0.68
C -0.61 0.45 -0.42
F -0.45 0.99 0.82
F 0.04 1.25 -1.24
C -2.14 0.43 -0.69
F -2.61 1.57 -0.19
F -2.76 -0.53 -0.02
C -2.56 0.40 -2.21
F -2.79 1.62 -2.64
F -3.74 -0.25 -2.29
C -1.59 -0.34 -3.16
O -0.80 0.25 -3.77
O -1.66 -1.67 -3.34
C 2.87 -1.63 -1.02
C 4.37 -1.77 -0.57
C 2.37 -2.82 -1.88
C 2.39 -4.20 -1.18
H 4.38 2.81 -1.39
H 5.70 3.31 -0.26
H 5.51 1.58 -0.75
H 4.55 1.79 1.52
H 3.69 3.27 1.02
H 2.95 1.20 -0.83
H 1.91 2.20 0.23
H 3.43 0.02 1.63
H 1.85 0.66 2.03
H 2.14 -2.01 2.66
H 2.44 -3.33 1.50
H -0.51 -2.40 2.22
H -2.27 -2.06 -2.69
H 2.84 -0.75 -1.68
H 4.83 -2.70 -0.92
H 4.50 -1.64 0.51
H 4.94 -0.94 -1.02
H 3.05 -2.87 -2.74
H 1.37 -2.64 -2.31
H 3.41 -4.54 -0.98
H 1.99 -4.92 -1.91
H 1.74 -4.27 -0.30
O -9.17 -1.53 2.06
C -8.45 -0.68 1.62
O -7.92 -0.84 0.37
C -7.24 0.20 -0.31
C -5.78 0.25 0.09
C -8.02 0.52 2.43
H -7.74 1.16 -0.16
H -7.32 -0.03 -1.37
H -5.67 0.47 1.16
H -5.25 1.02 -0.48
H -5.30 -0.71 -0.08
H -7.16 0.24 3.04
H -8.83 0.82 3.08
H -7.78 1.40 1.84
F -7.97 2.76 3.54
O 6.96 5.56 0.78
H 7.89 5.21 0.47
H 6.71 6.44 0.44
H 6.88 5.53 1.75
F 8.35 3.93 1.05

Summary:
LUMO in Ha: -0.1205
Kohn-Sham gap in eV: 1.8
ΔE to the lowest compared entry with this formula, charge and spin in kJ/mol: 0.0
Net charge: 0

Here are the Löwdin charges for atoms 1 to 2, given in e: C -0.09; C -0.23

=====

[2]
Entry from the Open Molecules 2025 dataset: 2 unconnected molecules or ions with the total composition C9H14 at a distorted geometry (ωB97M-V/def2-TZVPD).

CARTESIAN COORDINATES (ANGSTROEM)
C -0.37 3.03 -1.52
C -0.40 1.99 -0.44
C -1.56 1.32 -0.07
C -1.77 0.64 1.12
C -0.72 0.70 2.03
C 0.52 1.17 1.60
C 0.70 1.87 0.42
H -0.63 4.01 -1.15
H -1.07 2.88 -2.36
H 0.63 3.02 -1.95
H -2.32 1.40 -0.84
H -2.73 0.16 1.27
H -0.78 0.18 2.95
H 1.29 1.04 2.35
H 1.67 2.30 0.24
C 1.34 -3.71 0.00
C 0.54 -2.79 -0.93
H 1.91 -3.03 0.65
H 0.72 -4.35 0.63
H 2.11 -4.22 -0.55
H -0.24 -2.27 -0.36
H 0.00 -3.32 -1.70
H 1.17 -2.02 -1.39

Summary:
LUMO in Ha: 0.0363
Kohn-Sham gap in eV: 10.0
ΔE to the lowest compared entry with this formula, charge and spin in kJ/mol: 53.5
Net charge: 0
SMILES: Cc1ccccc1.CC

Here are the Löwdin charges for atoms 1 to 2, given in e: C -0.06; C -0.28

=====

[3]
Entry from the Open Molecules 2025 dataset: C4H5NO in the gas phase at a distorted geometry (ωB97M-V/def2-TZVPD).

CARTESIAN COORDINATES (ANGSTROEM)
C -1.45 -0.50 0.05
C -0.01 -0.82 0.17
O 0.36 -1.93 0.54
C 1.12 0.19 -0.38
C 2.39 0.02 -0.25
N 3.54 -0.05 0.04
H -1.79 -0.59 -1.06
H -1.90 -1.39 0.55
H -1.84 0.37 0.56
H 0.70 0.95 -0.90
H 4.11 -0.70 -0.50

Summary:
LUMO in Ha: 0.0294
Kohn-Sham gap in eV: 10.2
ΔE to the lowest compared entry with this formula, charge and spin in kJ/mol: 179.9
Net charge: 0
SMILES: CC(=O)C=C=N

Here are the Löwdin charges for atoms 1 to 2, given in e: C -0.04; C -0.42

=====

[4]
Entry from the Open Molecules 2025 dataset: a gas-phase ion, C5H5FIN2 (charge +1) at a distorted geometry (ωB97M-V/def2-TZVPD).

CARTESIAN COORDINATES (ANGSTROEM)
C -1.04 -0.21 -0.44
C -0.93 1.03 0.16
C 0.08 -1.24 -0.50
C -0.80 -1.74 0.33
C 1.44 1.37 0.46
N 0.15 1.60 0.76
N 1.11 -1.40 -1.30
F 2.19 2.15 1.19
I -1.44 -2.37 2.15
H -1.90 -0.32 -1.09
H -1.81 1.66 0.14
H -0.06 2.41 1.35
H 1.35 -0.71 -1.99
H 1.67 -2.24 -1.23

Summary:
LUMO in Ha: -0.2192
Kohn-Sham gap in eV: 6.8
Net charge: +1

Here are the Löwdin charges for atoms 1 to 2, given in e: C -0.12; C 0.00

=====

[5]
Entry from the Open Molecules 2025 dataset: 2 unconnected molecules or ions with the total composition H3OS (ωB97M-V/def2-TZVPD).

CARTESIAN COORDINATES (ANGSTROEM)
S -0.15 0.28 1.83
H -1.32 -0.06 1.27
H 0.67 -0.74 -1.40
H 0.28 0.31 -0.37
O 0.52 0.21 -1.33

Summary:
LUMO in Ha: 0.1662
Kohn-Sham gap in eV: 7.3
ΔE to the lowest compared entry with this formula, charge and spin in kJ/mol: 0.7
Net charge: -1

Here are the Löwdin charges for atoms 1 to 2, given in e: S -0.24; H -0.44

=====

[6]
Entry from the Open Molecules 2025 dataset: a gas-phase ion, C5H11IN (charge +1) at a distorted geometry (ωB97M-V/def2-TZVPD).

CARTESIAN COORDINATES (ANGSTROEM)
C 0.15 0.73 -1.22
C -0.70 0.13 -0.31
C 0.46 2.16 -2.26
C 0.66 -0.35 1.51
C -1.25 -1.91 1.02
N -0.21 -1.00 0.55
I 1.76 3.46 -1.00
H 1.13 0.23 -1.26
H 1.25 1.84 -2.92
H -1.60 0.75 -0.16
H -0.54 2.53 -2.59
H 1.53 0.14 0.90
H 0.19 0.42 2.18
H 1.09 -1.08 2.21
H -1.50 -2.39 0.13
H -0.80 -2.73 1.81
H -2.10 -1.42 1.42
H 0.47 -1.53 0.00

Summary:
LUMO (alpha / beta) in Ha: -0.1062 / -0.2515
Kohn-Sham gap (alpha / beta) in eV: 6.4 / 6.5
Multiplicity: 3
ΔE to the lowest compared entry with this formula, charge and spin in kJ/mol: 308.1
Net charge: +1
⟨S²⟩: 2.0074

Here are the Löwdin charges for atoms 1 to 2, given in e: C -0.13; C -0.12

=====

Per-record molecular weight, g/mol: 556.4, 122.2, 83.1, 239.0, 51.1, 212.1